# 1
Below is 2 unconnected molecules or ions with the total composition C2H7NO3, with properties calculated with the ωB97M-V functional and the def2-TZVPD basis.

The calculation puts the HOMO energy at -10.3 eV. Its SMILES is O=CNCO.O. The energy relative to the best compared isomer or geometry (same formula, charge and spin) comes out at 1.385 eV. The total energy is -360.8627 Eh.

Geometry (Å):
O1 -0.27 -1.64 0.92
C1 -1.08 -1.19 0.16
N1 -0.78 -0.38 -0.98
C2 0.57 0.09 -1.22
O2 0.97 1.37 -0.82
H1 -2.16 -0.94 0.36
H2 -1.59 -0.04 -1.46
H3 0.71 0.02 -2.26
H4 1.34 -0.68 -0.67
H5 0.87 1.36 0.16
H6 -0.07 0.15 1.66
H7 1.15 0.85 2.30
O3 0.34 1.03 1.84

Atomic partial charges in e from the Löwdin method, atoms 1 to 6:
1 O 0.0147
2 C -0.3340
3 N 0.0408
4 C -0.2960
5 O -0.0634
6 H 0.1476

# 2
Below is 5 unconnected molecules or ions with the total composition C13H20Cl8F2N3O2, with properties calculated with the ωB97M-V functional and the def2-TZVPD basis.

The calculation puts the HOMO energy at -12.3 eV. The total energy is -4703.0876 Eh. The charge is +1.

Geometry (Å):
O1 -0.29 -0.80 -1.93
C1 0.88 -0.92 -1.87
F1 1.64 0.16 -1.66
N1 1.46 -2.23 -2.05
C2 1.95 -2.44 -3.40
O2 2.36 -1.57 -4.08
F2 1.93 -3.72 -3.76
N2 2.39 -2.58 -1.07
C3 3.43 -1.85 -0.49
C4 4.02 -2.71 0.39
N3 3.35 -3.92 0.30
C5 2.38 -3.81 -0.58
H1 3.68 -0.78 -0.74
H2 4.86 -2.44 1.02
H3 3.61 -4.75 0.83
H4 1.67 -4.58 -0.90
Cl1 -1.48 -2.69 1.97
C6 -2.66 -1.35 1.87
C7 -2.05 -0.10 1.29
Cl2 -0.85 0.64 2.39
H5 -3.06 -1.17 2.87
H6 -3.48 -1.69 1.23
H7 -2.82 0.65 1.12
H8 -1.56 -0.30 0.34
Cl3 -2.26 4.72 -4.20
C8 -1.03 3.46 -3.97
C9 -1.57 2.27 -3.21
Cl4 -1.91 2.67 -1.51
H9 -0.18 3.90 -3.47
H10 -0.71 3.14 -4.97
H11 -0.83 1.47 -3.21
H12 -2.49 1.89 -3.66
Cl5 4.38 3.18 -1.60
C10 4.75 3.08 0.14
C11 5.69 1.94 0.44
Cl6 4.90 0.35 0.20
H13 3.82 2.98 0.68
H14 5.22 4.02 0.42
H15 6.00 1.98 1.49
H16 6.58 1.97 -0.18
Cl7 -4.60 -0.73 4.20
C12 -5.88 0.44 4.63
C13 -7.19 0.12 3.95
Cl8 -7.10 0.39 2.19
H17 -5.52 1.43 4.38
H18 -6.00 0.39 5.71
H19 -7.97 0.77 4.34
H20 -7.48 -0.91 4.12

Atomic partial charges in e from the Löwdin method, atoms 1 to 6:
1 O 0.2245
2 C -0.4276
3 F 0.1695
4 N 0.1223
5 C -0.4306
6 O 0.2517

| no. | LUMO energy (eV) |
| --- | --- |
| 1 | 0.73 |
| 2 | -3.46 |